88
Properties=species:S:1:pos:R:3:forces:R:3:lowdin_charge:R:1 method="wB97M-V/def2-TZVPD" e_above_lowest_kcal_mol=0.0 charge=+2 lumo_ev=-7.325
Pt -0.037 0.049 0.090 0.9461 0.3615 -0.6678 1.28
C -1.736 2.324 2.114 0.0664 0.1844 0.0331 0.00
C -0.769 1.186 2.095 -0.4530 -0.3326 -0.2636 -0.28
C 0.562 1.440 1.716 0.0453 0.4486 0.4944 -0.12
C 1.458 0.366 1.647 0.4127 -0.5124 0.0985 -0.15
C 0.949 -0.934 1.856 -0.1897 -0.1752 0.5517 -0.13
C -0.302 -1.145 2.555 0.7501 -0.4469 -0.2812 -0.05
C -1.150 -0.108 2.643 -0.1903 0.7385 0.0686 -0.03
H -2.737 2.009 2.388 -0.0378 -0.0216 -0.0115 0.08
H -1.771 2.826 1.146 -0.0296 0.0130 0.0308 0.09
H -1.394 3.062 2.846 -0.0501 -0.0265 0.0220 0.12
H 0.888 2.443 1.477 -0.0624 0.0347 0.0005 0.14
H 2.488 0.491 1.344 -0.0413 0.0615 -0.0498 0.12
H 1.615 -1.772 1.709 0.0135 -0.0199 -0.1116 0.11
H -0.558 -2.135 2.902 0.0270 0.0187 0.0070 0.13
H -2.129 -0.209 3.092 -0.0190 0.0338 -0.0247 0.14
C 3.146 1.684 -3.474 -0.0562 -0.0324 0.0157 -0.04
C 3.574 1.342 -2.041 0.0417 -0.0018 -0.0275 -0.35
C 2.835 2.190 -1.008 0.0097 0.0509 -0.0043 -0.06
C 3.623 -0.147 -1.704 -0.0582 0.0136 0.0750 -0.12
C 4.893 -0.695 -1.548 -0.0003 -0.0433 0.0049 -0.01
C 5.089 -2.015 -1.180 0.0157 0.0381 -0.0078 -0.02
C 4.000 -2.834 -0.956 -0.0188 -0.0159 0.0100 -0.01
C 2.704 -2.353 -1.097 -0.0551 0.0381 -0.0422 -0.15
C 1.533 -3.308 -1.003 0.0113 -0.0183 -0.0035 -0.39
C 1.404 -4.045 -2.343 -0.0400 0.0240 -0.0006 -0.05
C 1.652 -4.321 0.136 0.0138 0.0052 -0.0259 -0.05
C 2.533 -1.012 -1.471 0.2023 -0.0896 0.0435 -0.15
N 1.189 -0.505 -1.567 -0.5779 -0.2797 0.7987 0.01
C 0.672 -0.159 -2.678 0.1263 -0.0042 -0.4030 -0.07
C -0.567 0.593 -2.618 -0.1891 0.0625 -0.2664 -0.06
N -1.048 0.863 -1.461 -0.4651 0.3933 0.1730 -0.03
C -2.058 1.897 -1.369 -0.0172 0.1138 -0.0624 -0.15
C -3.283 1.636 -0.728 -0.0815 -0.1579 -0.0495 -0.15
C -4.233 2.642 -0.705 0.0040 0.0150 0.0191 -0.01
C -3.981 3.881 -1.272 -0.0017 -0.0024 -0.0049 -0.02
C -2.754 4.135 -1.851 -0.0396 -0.0209 0.0108 -0.01
C -1.758 3.163 -1.914 0.0189 0.0279 0.0411 -0.12
C -0.421 3.587 -2.502 0.0069 -0.0565 0.0167 -0.39
C -0.535 3.889 -3.999 -0.0004 0.0074 -0.0144 -0.04
C 0.150 4.795 -1.753 0.0218 -0.0245 -0.0023 -0.05
C -3.592 0.268 -0.150 0.0302 0.3596 0.0355 -0.38
C -4.687 0.268 0.915 0.0105 -0.0062 -0.0345 -0.05
C -3.985 -0.683 -1.278 0.0230 -0.0640 0.0054 -0.04
H 3.553 2.655 -3.756 -0.0171 -0.0039 0.0124 0.09
H 2.061 1.760 -3.584 -0.0219 -0.0066 0.0012 0.05
H 3.517 0.950 -4.191 0.0014 0.0082 -0.0039 0.10
H 4.618 1.650 -1.974 0.0262 -0.0065 -0.0125 0.13
H 1.767 1.966 -0.968 0.0005 0.0138 0.0012 0.03
H 2.942 3.246 -1.258 -0.0169 0.0186 -0.0002 0.09
H 3.260 2.046 -0.013 -0.0023 0.0247 -0.0229 0.08
H 5.753 -0.059 -1.714 0.0089 0.0008 0.0001 0.13
H 6.093 -2.403 -1.072 -0.0019 0.0114 0.0044 0.12
H 4.156 -3.870 -0.686 -0.0029 0.0100 -0.0061 0.12
H 0.626 -2.725 -0.833 0.0210 -0.0002 0.0231 0.07
H 2.311 -4.617 -2.541 -0.0117 0.0019 -0.0244 0.10
H 1.267 -3.354 -3.179 0.0019 0.0131 -0.0058 0.08
H 0.564 -4.738 -2.327 -0.0080 -0.0157 0.0138 0.08
H 2.432 -5.058 -0.060 -0.0103 0.0007 -0.0048 0.09
H 0.715 -4.870 0.243 -0.0034 0.0061 0.0029 0.09
H 1.883 -3.851 1.093 -0.0158 0.0123 0.0191 0.07
H 1.173 -0.339 -3.624 0.0613 0.0205 0.0271 0.15
H -1.027 1.006 -3.510 0.0160 -0.0255 -0.0351 0.15
H -5.191 2.457 -0.239 -0.0019 0.0031 -0.0028 0.12
H -4.741 4.651 -1.254 0.0091 -0.0008 0.0043 0.12
H -2.557 5.113 -2.269 -0.0018 0.0035 0.0057 0.12
H 0.304 2.783 -2.373 0.0344 -0.0569 -0.0191 0.08
H -1.201 4.735 -4.171 0.0036 -0.0048 -0.0104 0.09
H -0.932 3.048 -4.571 0.0043 -0.0109 0.0206 0.08
H 0.442 4.150 -4.408 -0.0038 0.0007 0.0017 0.09
H -0.473 5.679 -1.881 -0.0013 0.0031 0.0098 0.09
H 1.141 5.038 -2.141 0.0008 -0.0031 0.0009 0.09
H 0.240 4.599 -0.683 -0.0040 -0.0020 -0.0011 0.08
H -2.669 -0.056 0.337 -0.0784 -0.3655 -0.1169 0.07
H -5.673 0.430 0.477 0.0023 -0.0008 -0.0009 0.09
H -4.537 1.032 1.678 0.0086 0.0146 0.0281 0.07
H -4.714 -0.705 1.407 -0.0087 0.0003 -0.0024 0.09
H -4.920 -0.341 -1.725 0.0159 -0.0052 -0.0152 0.10
H -4.143 -1.693 -0.900 -0.0376 0.0319 -0.0109 0.07
H -3.236 -0.722 -2.069 0.0302 -0.0340 -0.0171 0.07
N -2.795 -3.909 0.211 -0.0138 0.0284 -0.0079 0.20
C -2.005 -3.043 -0.462 -0.0397 -0.1910 0.0596 -0.66
N -1.873 -3.260 -1.791 0.0073 0.0127 0.0647 0.20
O -1.433 -2.112 0.126 -0.1184 -0.1847 -0.1460 -0.07
H -3.281 -4.668 -0.232 0.0129 -0.0153 0.0041 0.12
H -2.907 -3.780 1.200 -0.0081 0.0016 -0.0028 0.12
H -2.333 -4.013 -2.271 -0.0033 -0.0085 0.0013 0.13
H -1.283 -2.647 -2.319 0.0436 0.0088 -0.0338 0.10

***

7
Properties=species:S:1:pos:R:3:forces:R:3:lowdin_charge:R:1 method="wB97M-V/def2-TZVPD" e_above_lowest_kcal_mol=211.1 charge=+2 lumo_ev=-11.323
F 0.659 1.093 0.737 -3.0452 0.9767 -0.4377 0.00
F -0.789 1.312 0.465 3.1574 0.0656 0.6860 0.00
Cs 0.213 5.219 2.238 0.0067 0.1993 0.0917 0.98
C 0.060 -1.901 -1.181 1.8946 0.0174 1.2096 0.11
C -0.266 -0.991 -0.080 -1.0710 -2.1428 -0.8669 0.45
O -0.758 -2.413 -0.397 -0.0986 0.9055 0.1593 0.27
H 0.881 -2.319 -1.781 -0.8438 -0.0218 -0.8420 0.19

***

52
Properties=species:S:1:pos:R:3:forces:R:3:lowdin_charge:R:1 method="wB97M-V/def2-TZVPD" e_above_lowest_kcal_mol=0.0 lumo_ev=0.605
C -5.308 3.058 -1.804 0.0007 -0.2425 0.1490 -0.09
H -4.452 3.338 -2.412 0.0791 0.1062 -0.1138 0.07
H -6.190 3.066 -2.439 -0.0395 0.0761 -0.0796 0.08
C -5.125 1.665 -1.213 0.0905 0.0434 0.0891 -0.16
H -5.078 0.937 -2.027 -0.0288 -0.0642 0.0408 0.13
H -5.979 1.408 -0.585 -0.0062 -0.0684 0.0001 0.12
C -3.852 1.503 -0.361 -0.5984 0.2082 0.1198 -0.38
N -2.653 1.619 -1.160 -0.1628 0.3506 -0.0798 0.18
C -1.895 0.504 -1.155 -0.0897 -0.0665 -0.0576 -0.48
O -0.817 0.321 -1.659 0.3561 -0.2308 -0.1834 0.10
N -2.627 -0.466 -0.452 0.2974 -0.3034 -0.0522 0.08
C -3.769 0.046 0.097 -0.0178 0.1624 -0.1593 -0.38
O -4.556 -0.560 0.776 -0.1691 0.0131 0.2082 0.13
C -2.085 -1.763 -0.160 0.1327 0.1064 -0.0292 0.01
C -0.885 -1.623 0.766 -0.2883 0.2517 -0.0281 -0.45
O -0.626 -0.622 1.385 0.0147 -0.0430 0.0220 0.11
O -0.179 -2.741 0.803 -0.0705 -0.2895 -0.2973 0.05
C 0.930 -2.810 1.701 0.4522 -0.0544 0.4164 -0.04
H 1.031 -3.863 1.968 0.0452 0.2219 -0.0938 0.14
H 0.719 -2.207 2.591 -0.0063 -0.1279 -0.1232 0.14
C 2.266 -2.345 1.076 -0.7386 -0.3502 0.2687 -0.43
O 3.199 -3.112 0.999 0.1772 -0.1261 0.0170 0.08
N 2.243 -1.051 0.702 -0.1799 0.6709 -0.1763 0.16
C 3.273 -0.280 0.134 0.3535 0.1326 -0.1670 -0.16
C 4.527 -0.817 -0.129 0.0803 -0.1262 -0.0011 0.03
C 5.537 -0.040 -0.675 -0.1148 0.1949 0.0185 -0.28
C 5.274 1.293 -0.957 0.0593 -0.0701 -0.0046 -0.05
C 4.026 1.829 -0.697 0.0075 -0.1065 0.0205 -0.05
C 3.005 1.065 -0.152 0.0346 0.0054 0.0167 -0.21
C 1.657 1.673 0.099 0.0335 -0.0894 -0.0595 -0.04
H 1.681 2.736 -0.131 -0.0207 0.0554 0.0162 0.08
H 0.905 1.206 -0.537 -0.1019 0.0319 0.0595 0.06
H 1.350 1.561 1.140 -0.0914 0.0235 0.0912 0.09
H 3.838 2.868 -0.924 -0.0547 0.0965 -0.0029 0.11
H 6.048 1.916 -1.381 0.0941 0.0732 -0.0402 0.11
C 6.879 -0.637 -0.972 -0.0299 -0.0004 -0.0627 -0.05
H 7.023 -1.560 -0.418 0.0752 -0.0673 0.0206 0.08
H 7.676 0.059 -0.718 0.0912 -0.0040 0.0101 0.08
H 6.959 -0.862 -2.036 0.0809 -0.0506 -0.0493 0.08
H 4.712 -1.853 0.098 0.0146 -0.0316 0.0204 0.10
H 1.383 -0.537 0.857 0.0077 -0.2524 0.1210 0.10
H -1.772 -2.267 -1.077 -0.0550 0.0155 0.1436 0.15
H -2.865 -2.348 0.339 0.1209 0.0352 -0.0753 0.15
H -2.314 2.495 -1.517 0.1372 -0.1019 -0.0219 0.17
C -3.823 2.440 0.857 0.2038 -0.2502 0.0057 -0.16
C -2.599 2.210 1.738 -0.1878 0.0841 -0.0398 -0.07
H -1.678 2.355 1.178 0.1134 0.0047 0.0052 0.07
H -2.607 2.909 2.570 0.0528 0.0283 0.0866 0.08
H -2.593 1.200 2.140 0.0618 -0.0851 0.0868 0.07
H -4.730 2.262 1.435 -0.0857 0.0704 -0.0480 0.13
H -3.829 3.474 0.509 -0.1134 0.0119 -0.0404 0.11
H -5.448 3.803 -1.026 -0.0171 0.1282 0.0325 0.07

***

136
Properties=species:S:1:pos:R:3:forces:R:3:lowdin_charge:R:1 method="wB97M-V/def2-TZVPD" charge=-1 lumo_ev=1.168
C -0.229 0.604 4.609 -0.4190 -0.0269 -0.1156 -0.15
O -1.235 -0.383 4.655 -0.0353 -0.0660 0.0421 -0.19
C -0.635 -1.685 4.659 -0.9349 0.3247 0.0524 -0.24
C -1.352 -2.596 5.612 0.1493 -0.5787 0.5471 -0.17
C -0.795 -4.043 5.662 -0.4006 0.7389 -0.3261 -0.19
C -0.466 -4.663 4.315 0.5907 -0.4828 0.2056 -0.24
C 0.392 -5.937 4.393 -0.0735 0.4803 -0.3202 -0.20
C 1.730 -5.837 5.157 -0.6775 -0.6663 -0.5225 -0.20
C 2.869 -6.531 4.406 -0.1863 0.6959 -0.1074 -0.24
C 3.530 -5.683 3.327 0.9548 -0.0507 0.4166 -0.31
C 4.537 -4.644 3.890 -0.7268 0.3598 -0.5371 -0.32
Ga 4.038 -2.735 3.385 0.5586 0.1718 0.1086 0.34
C 3.708 -2.482 1.361 0.2390 -0.9108 0.0094 -0.29
O 4.903 -1.937 0.670 -0.3959 0.8943 0.6499 -0.22
N 4.576 -1.047 -0.317 1.0213 -0.3469 -0.3094 -0.09
O 3.900 -1.509 -1.168 -0.7603 0.0719 -0.2727 -0.02
H 0.234 0.703 5.588 0.3429 0.1335 0.1324 0.09
H -0.666 1.551 4.316 -0.2906 0.2541 0.1058 0.07
H 0.520 0.365 3.863 0.3610 -0.1764 -0.1212 0.05
H -0.709 -2.077 3.654 0.3479 -0.0523 -0.4004 0.12
H 0.386 -1.574 4.976 0.7061 -0.2846 -0.1406 0.09
H -2.424 -2.623 5.450 -0.2219 0.1486 -0.3936 0.10
H -1.214 -2.186 6.607 -0.1369 0.1933 0.3171 0.11
H 0.071 -4.033 6.306 0.4759 -0.1030 0.1285 0.10
H -1.552 -4.633 6.167 -0.1108 -0.3770 0.1824 0.10
H -1.377 -4.886 3.773 0.0414 -0.0829 0.0627 0.01
H 0.089 -3.982 3.686 0.2498 0.4309 -0.0232 0.10
H -0.215 -6.752 4.770 -0.1073 -0.3396 0.2533 0.10
H 0.618 -6.190 3.361 0.0506 -0.1852 -0.2840 0.10
H 1.592 -6.363 6.094 0.0618 0.1816 0.5121 0.10
H 1.958 -4.798 5.345 0.2980 0.3529 0.1371 0.09
H 3.644 -6.768 5.123 0.2871 -0.3284 0.1693 0.10
H 2.507 -7.451 3.958 -0.2010 -0.3821 0.0875 0.10
H 4.128 -6.362 2.726 -0.0710 -0.2763 -0.3709 0.09
H 2.820 -5.230 2.639 -0.4234 0.0644 -0.0048 0.08
H 4.612 -4.708 4.972 -0.0953 -0.0421 0.2677 0.03
H 5.516 -4.898 3.506 0.4011 0.0846 -0.0632 0.02
H 5.208 -1.694 3.787 -0.0877 0.0237 0.0385 -0.09
H 2.649 -2.338 4.091 -0.2587 -0.0073 0.0622 -0.09
H 2.880 -1.801 1.206 -0.1007 0.3742 -0.0668 0.02
H 3.447 -3.400 0.840 -0.1541 -0.2288 -0.0705 0.03
C 1.827 3.237 2.816 0.0723 -0.0691 0.0559 -1.54
Cl 2.736 2.099 3.795 0.0611 0.1681 -0.1236 0.55
Cl 0.878 4.323 3.845 0.1093 -0.2067 -0.1944 0.49
Cl 2.891 4.158 1.753 0.1002 0.0838 0.0180 0.51
H 1.144 2.676 2.197 -0.0716 0.0315 -0.0537 -0.07
C 2.633 -1.757 -4.695 -0.0682 -0.0441 0.0836 -1.52
Cl 3.752 -2.647 -5.728 0.0045 -0.0358 0.1142 0.51
Cl 1.969 -0.371 -5.563 -0.4725 -0.0793 0.0263 0.49
Cl 1.333 -2.810 -4.128 0.0553 -0.0064 -0.0013 0.55
H 3.178 -1.391 -3.832 -0.0257 -0.0298 0.0659 0.00
C -1.667 -0.097 -7.131 0.1420 -0.1210 0.0418 -1.54
Cl -0.625 -0.989 -8.234 -0.0298 0.0161 -0.0367 0.53
Cl -2.405 1.292 -7.934 0.2819 -0.1348 -0.2180 0.51
Cl -2.898 -1.154 -6.442 -0.1048 0.0326 -0.0175 0.54
H -1.055 0.267 -6.317 0.0194 0.0483 0.0151 0.00
C -4.634 -4.302 -5.146 0.0829 -0.1089 -0.0630 -1.56
Cl -3.615 -5.734 -5.054 0.0267 -0.0061 0.0554 0.53
Cl -5.452 -4.229 -6.708 -0.0514 0.0615 0.0450 0.52
Cl -5.790 -4.254 -3.812 -0.0629 0.0286 -0.0653 0.54
H -3.993 -3.435 -5.066 0.0007 0.0357 0.0524 -0.03
C -3.827 5.054 -8.618 -0.0080 0.1492 -0.0476 -1.57
Cl -2.955 5.194 -10.147 0.0039 -0.0356 0.0142 0.53
Cl -3.259 6.252 -7.459 0.1117 0.0703 -0.0984 0.52
Cl -5.566 5.208 -8.878 0.0013 -0.0300 0.0037 0.51
H -3.634 4.073 -8.208 -0.0231 -0.0490 0.0407 -0.06
C -0.765 2.367 -0.670 -0.0142 0.0930 0.0098 -1.53
Cl -2.327 3.184 -0.796 0.0042 -0.0178 -0.0391 0.52
Cl 0.558 3.533 -0.774 -0.1131 -0.1488 0.0644 0.53
Cl -0.685 1.415 0.813 0.0089 -0.0071 -0.0249 0.57
H -0.676 1.686 -1.504 0.0022 -0.0244 -0.0310 0.01
C -0.689 5.764 7.486 0.1176 -0.1526 0.0479 -1.53
Cl 0.437 6.478 8.643 -0.0354 0.0302 -0.0105 0.53
Cl -0.311 6.294 5.843 -0.1548 0.2755 0.1320 0.51
Cl -0.656 4.007 7.585 -0.0226 0.0358 -0.0214 0.54
H -1.686 6.101 7.730 -0.0303 0.0338 0.0003 0.01
C -1.067 10.039 4.888 -0.0405 0.0860 -0.1628 -1.55
Cl 0.120 10.777 3.816 0.0050 -0.0262 0.0372 0.53
Cl -1.297 11.026 6.337 0.0137 -0.0084 0.0870 0.53
Cl -2.602 9.804 4.049 0.0204 -0.0340 0.0533 0.52
H -0.694 9.071 5.195 -0.0114 -0.0161 0.0419 -0.04
C 1.158 -6.253 -5.627 -0.2281 -0.0416 -0.0084 -1.56
Cl 2.231 -7.657 -5.579 0.0896 0.0156 0.0005 0.53
Cl 0.265 -6.202 -7.147 0.0335 0.0289 -0.0256 0.52
Cl 0.043 -6.266 -4.262 0.0794 0.0021 0.0109 0.52
H 1.767 -5.362 -5.560 0.0633 0.0665 0.0103 -0.04
C -5.208 -4.316 -0.121 -0.2194 -0.2157 -0.1065 -1.49
Cl -6.291 -2.989 0.311 0.0045 -0.0443 0.0237 0.54
Cl -3.676 -3.699 -0.731 0.1483 0.0286 0.0245 0.54
Cl -4.949 -5.384 1.259 -3.3538 -1.8129 -5.3127 0.52
H -5.677 -4.890 -0.908 0.0097 0.0595 -0.0923 -0.02
C -4.778 -5.349 3.920 0.4602 0.2491 0.6737 -1.55
Cl -4.031 -6.588 4.934 0.0044 -0.0194 -0.0301 0.55
Cl -5.669 -4.189 4.908 -0.0344 -0.0267 -0.0821 0.55
Cl -3.562 -4.533 2.942 2.7384 1.9185 4.3501 0.51
H -5.478 -5.835 3.255 -0.1158 -0.0515 0.3749 -0.06
C 5.417 2.176 -6.591 0.0894 -0.0674 0.3113 -1.55
Cl 4.120 2.933 -7.529 -0.0441 0.0332 -0.0488 0.54
Cl 6.000 3.270 -5.338 -0.0201 0.0132 -0.0387 0.55
Cl 4.873 0.653 -5.899 0.4590 0.2096 -0.1611 0.53
H 6.238 1.967 -7.264 -0.1136 0.0519 0.0852 -0.08
C 4.229 1.829 7.840 -0.0590 -0.0086 -0.2399 -1.55
Cl 5.852 2.497 7.627 0.0020 0.0026 0.0410 0.52
Cl 3.041 3.129 8.019 -0.0276 0.0230 0.0433 0.50
Cl 3.803 0.774 6.501 0.1207 -0.1864 0.2078 0.52
H 4.224 1.244 8.748 0.0070 0.0036 0.0463 0.01
C -4.191 13.673 6.894 -0.1131 0.0462 0.1121 -1.55
Cl -3.429 14.306 8.355 0.0271 -0.0421 -0.0535 0.52
Cl -5.810 13.070 7.249 0.0238 -0.0216 -0.0269 0.53
Cl -4.249 14.913 5.637 0.0761 -0.0017 -0.0543 0.53
H -3.595 12.848 6.528 0.0239 -0.0031 -0.0373 -0.03
C 5.845 1.466 -10.347 -0.0883 -0.1067 -0.1880 -1.54
Cl 7.314 1.570 -9.369 0.1484 -0.0127 -0.1570 0.57
Cl 6.150 2.054 -11.984 0.0076 0.0188 0.0240 0.53
Cl 5.230 -0.184 -10.376 0.0189 0.0908 0.0656 0.52
H 5.093 2.100 -9.897 0.0306 0.0107 0.0291 -0.04
C -5.934 3.217 -5.404 0.0109 0.0320 0.1388 -1.53
Cl -4.917 2.320 -6.538 -0.2171 0.1222 0.2292 0.50
Cl -6.092 2.322 -3.892 -0.0300 -0.0074 -0.0240 0.54
Cl -5.290 4.833 -5.106 -0.0844 -0.1609 0.0010 0.52
H -6.918 3.322 -5.839 -0.0233 0.0084 -0.0342 0.01
C -6.528 17.314 3.504 -0.0472 0.0888 -0.0822 -1.56
Cl -5.423 17.544 2.147 0.0112 -0.0386 0.0476 0.52
Cl -6.681 18.801 4.441 0.0178 -0.0287 0.0248 0.52
Cl -8.107 16.768 2.938 0.0171 -0.0267 0.0239 0.52
H -6.118 16.549 4.151 -0.0090 -0.0175 0.0112 -0.04
C 4.008 -4.193 -9.416 -0.0215 0.1056 0.1098 -1.53
Cl 2.891 -2.848 -9.179 -0.0676 -0.0271 -0.0758 0.50
Cl 5.641 -3.586 -9.697 0.0276 -0.0875 0.0105 0.52
Cl 3.967 -5.295 -8.038 0.0342 -0.0519 -0.0659 0.52
H 3.699 -4.741 -10.294 -0.0230 -0.0293 -0.0220 0.01
C 1.384 -11.514 -5.889 -0.0686 -0.0955 0.0036 -1.56
Cl 0.113 -11.766 -4.693 0.0269 0.0353 -0.0094 0.52
Cl 2.643 -12.740 -5.732 0.0148 0.0256 -0.0002 0.52
Cl 0.714 -11.511 -7.522 0.0183 0.0353 0.0038 0.52
H 1.830 -10.546 -5.708 -0.0086 0.0357 0.0034 -0.04

***

| no. | total energy (Eh) |
| --- | --- |
| 1 | -1737.4677 |
| 2 | -370.8976 |
| 3 | -1279.5971 |
| 4 | -29605.3885 |